(1)
A cluster of 2 separate species, C4H11NO2 in total at a distorted geometry. Source: OMol25; level of theory: ωB97M-V/def2-TZVPD.

Each line ends with the natural charge from an NBO analysis.
Geometry (Å):
C  1.338  1.009  1.348  -0.415
N  -0.140  0.850  1.545  -0.660
C  -1.070  1.476  0.597  -0.215
C  -1.331  0.858  -0.762  -0.525
C  -2.337  1.698  -1.566  0.445
O  -2.411  1.765  -2.786  -0.501
H  1.845  2.017  1.416  0.193
H  1.751  0.232  2.007  0.203
H  1.614  0.881  0.291  0.166
H  -0.213  -0.192  1.948  0.385
H  -2.081  1.623  1.013  0.191
H  -0.844  2.538  0.335  0.194
H  -1.819  -0.158  -0.655  0.220
H  -0.424  0.824  -1.295  0.226
H  -2.630  2.573  -0.915  0.091
O  4.472  -6.018  0.963  -0.924
H  3.762  -6.120  0.251  0.462
H  3.924  -6.398  1.680  0.462

As for the multiplicity: 1. For the highest occupied orbital energy, the calculation gives -8.736 eV. Its SMILES is CNCCC=O.O. The value obtained for the relative energy (zero: lowest compared OMol25 entry of this formula, charge and spin) is 308.7 kJ/mol.


(2)
A structure of composition C3H4OS at a distorted geometry. Source: OMol25; level of theory: ωB97M-V/def2-TZVPD.

Each line ends with the natural charge from an NBO analysis.
Geometry (Å):
C  -0.285  -1.343  -1.489  -0.347
C  0.361  -0.117  -1.096  0.486
C  0.133  0.504  0.334  -0.727
O  1.224  0.371  -1.805  -0.533
S  0.978  -2.366  -1.332  0.165
H  -1.413  -1.401  -1.572  0.243
H  -0.614  0.235  1.051  0.226
H  0.138  1.581  0.341  0.242
H  1.060  0.125  0.848  0.245

As for the multiplicity: 1. For the highest occupied orbital energy, the calculation gives -9.072 eV. The value obtained for the relative energy (zero: lowest compared OMol25 entry of this formula, charge and spin) is 176.7 kJ/mol.


(3)
A structure of composition CH2AgF3O3S at a distorted geometry. Source: OMol25; level of theory: ωB97M-V/def2-TZVPD.

Each line ends with the Löwdin spin population.
Geometry (Å):
Ag  1.533  -0.079  1.926  1.262
O  -1.129  0.589  0.695  0.050
H  -0.672  -1.173  1.199  0.005
H  -0.406  -2.320  2.268  0.011
S  -0.220  1.525  -0.094  0.097
O  0.007  -1.629  1.746  0.161
O  1.214  1.271  0.415  0.393
C  -0.099  0.612  -1.738  0.011
F  -1.319  0.275  -2.142  0.001
F  0.452  1.410  -2.647  0.003
F  0.640  -0.482  -1.627  0.006

As for the multiplicity: 3. For the highest occupied orbital energy (alpha / beta), the calculation gives -6.529 / -10.288 eV.


(4)
A cluster of 6 separate species, C30H72N4O6 in total at a distorted geometry. Source: OMol25; level of theory: ωB97M-V/def2-TZVPD.

Each line ends with the Mulliken charge.
Geometry (Å):
C  -0.538  -3.432  3.020  -1.565
C  -0.670  -2.748  1.717  1.173
C  -1.440  -3.696  0.722  -1.645
C  -1.538  -1.450  2.099  -0.877
C  -1.445  -0.436  0.959  -0.253
C  0.039  0.047  0.928  -0.948
C  1.032  -1.082  0.477  1.370
C  0.988  -1.160  -1.038  -1.541
C  2.472  -0.633  0.950  -1.264
N  0.686  -2.383  1.185  1.096
O  1.554  -3.494  0.987  -0.549
H  -1.505  -3.659  3.471  0.176
H  -0.001  -4.373  2.900  0.487
H  0.012  -2.740  3.658  0.104
H  -2.443  -3.586  1.135  0.343
H  -1.430  -3.307  -0.296  0.315
H  -0.921  -4.646  0.597  0.428
H  -2.589  -1.728  2.175  0.145
H  -1.208  -1.034  3.051  0.515
H  -1.565  -0.981  0.023  0.196
H  -2.042  0.468  1.073  0.009
H  0.209  0.296  1.976  0.367
H  0.319  0.926  0.347  0.105
H  1.390  -2.140  -1.296  0.311
H  1.579  -0.350  -1.467  0.350
H  -0.037  -1.006  -1.375  0.215
H  2.408  -0.823  2.022  0.272
H  2.799  0.351  0.614  -0.118
H  3.287  -1.277  0.621  0.381
H  2.150  -3.477  1.739  0.331
C  5.042  6.450  -1.291  -1.869
C  3.722  6.395  -2.074  1.530
C  3.383  7.733  -2.671  -1.807
C  3.988  5.386  -3.331  -1.348
C  4.054  3.898  -2.967  -0.729
C  2.640  3.587  -2.442  -0.807
C  2.257  4.400  -1.165  1.533
C  0.739  4.262  -0.968  -1.582
C  3.096  3.806  0.015  -1.432
N  2.655  5.846  -1.215  0.398
O  2.160  6.704  -0.268  -0.444
H  5.543  5.533  -0.982  0.314
H  5.726  7.203  -1.684  0.436
H  4.911  6.901  -0.307  0.424
H  4.260  8.228  -3.087  0.398
H  2.705  7.616  -3.517  0.384
H  2.816  8.416  -2.038  0.367
H  3.336  5.571  -4.185  0.402
H  4.978  5.729  -3.631  0.510
H  4.359  3.279  -3.811  0.183
H  4.787  3.628  -2.206  0.405
H  2.593  2.519  -2.230  0.104
H  1.910  3.780  -3.228  0.360
H  0.242  4.828  -1.756  0.357
H  0.514  4.615  0.038  0.418
H  0.635  3.187  -1.120  0.120
H  4.102  4.201  0.150  0.228
H  3.052  2.717  -0.010  -0.014
H  2.457  3.921  0.890  0.593
H  2.566  6.373  0.536  0.370
C  3.013  0.467  -6.118  -0.673
O  1.632  0.374  -5.668  -0.370
C  0.972  1.607  -5.552  0.080
C  -0.450  1.425  -4.924  0.094
C  -0.417  0.795  -3.491  -0.941
N  -1.168  0.586  -5.856  -0.848
H  3.603  1.049  -5.410  0.073
H  3.170  1.093  -6.996  0.356
H  3.594  -0.451  -6.024  0.345
H  1.544  2.196  -4.835  -0.368
H  0.842  2.006  -6.558  0.430
H  -0.935  2.400  -4.883  0.493
H  -1.398  0.677  -3.030  0.519
H  -0.054  1.569  -2.816  0.014
H  0.220  -0.088  -3.453  0.289
H  -1.023  0.917  -6.799  0.283
H  -0.514  -0.184  -5.823  0.379
C  -4.976  -4.722  3.123  -0.846
O  -4.159  -5.552  2.286  -0.122
C  -4.893  -6.703  1.708  -0.806
C  -5.300  -7.804  2.812  0.501
C  -4.048  -8.399  3.468  -1.372
N  -6.063  -8.860  2.179  -0.704
H  -5.844  -4.412  2.542  0.374
H  -4.451  -3.782  3.293  0.191
H  -5.298  -5.209  4.044  0.313
H  -5.707  -6.169  1.217  0.372
H  -4.278  -7.295  1.030  0.335
H  -5.974  -7.374  3.553  0.110
H  -3.585  -7.551  3.971  0.293
H  -3.347  -8.995  2.882  0.397
H  -4.128  -8.939  4.412  0.429
H  -5.978  -9.118  1.206  0.276
H  -5.509  -9.623  2.540  0.278
C  -4.391  1.749  1.411  -0.752
C  -5.983  1.745  1.420  -0.397
O  -6.489  2.637  2.325  -0.510
H  -4.122  0.986  0.681  0.269
H  -3.937  1.515  2.374  0.287
H  -4.030  2.730  1.101  0.263
H  -6.398  0.815  1.808  0.261
H  -6.382  1.832  0.410  0.338
H  -7.280  3.060  1.983  0.309
C  3.272  -1.996  4.728  -0.945
C  2.193  -1.191  5.363  0.042
O  1.312  -2.014  6.170  -0.534
H  3.932  -1.465  4.042  0.362
H  2.840  -2.792  4.122  0.045
H  3.934  -2.550  5.393  0.384
H  1.592  -0.806  4.539  0.029
H  2.754  -0.499  5.990  0.334
H  1.309  -2.848  5.696  0.310

As for the multiplicity: 1. For the highest occupied orbital energy, the calculation gives -7.730 eV. Its SMILES is CC1(C)CCCC(C)(C)N1O.CC1(C)CCCC(C)(C)N1O.COC[C@H](C)N.COC[C@H](C)N.CCO.CCO. The value obtained for the relative energy (zero: lowest compared OMol25 entry of this formula, charge and spin) is 305.2 kJ/mol.